(one)
Density functional theory data (ωB97M-V/def2-TZVPD) for an isolated molecule of C6H12OS.

## Properties
orbital gap = 9.6019 eV
multiplicity = 1
charge = 0
LUMO level = 0.9348 eV
highest occupied orbital energy = -8.67 eV

```
20
Properties=species:S:1:pos:R:3:mulliken_charge:R:1
C 4.2489 1.3735 -0.2778 -0.8202
C 2.8620 1.3986 -0.5874 0.1907
O 2.2174 0.3807 -1.3236 -0.3311
C 0.6983 0.5101 -1.3662 -0.4551
C -0.0241 -0.5302 -0.6334 -0.5566
S -1.9135 -0.2366 -0.7132 -0.1293
C -2.3037 -0.5925 1.0291 -0.3581
C -3.5478 -1.5034 1.2593 -1.0837
H 4.8856 0.5561 -0.4959 0.2861
H 4.7681 2.2183 0.1797 0.2358
H 2.3509 2.3506 -0.3644 0.2215
H 0.3705 0.4532 -2.4140 0.2435
H 0.4048 1.4523 -0.9199 0.3425
H 0.3436 -0.7080 0.4233 0.3071
H 0.1174 -1.4794 -1.0531 0.3580
H -2.5961 0.3801 1.5090 0.2707
H -1.4816 -0.9466 1.6826 0.3197
H -3.9653 -1.1847 2.2493 0.2985
H -3.1872 -2.5114 1.2955 0.2816
H -4.2481 -1.3809 0.5212 0.3784
```

(two)
Density functional theory data (ωB97M-V/def2-TZVPD) for an isolated molecule of C6H12OS.

## Properties
orbital gap = 9.2008 eV
multiplicity = 1
charge = 0
LUMO level = 0.8334 eV
highest occupied orbital energy = -8.37 eV

```
20
Properties=species:S:1:pos:R:3:mulliken_charge:R:1
C -2.7146 -1.2328 -0.1212 -1.3684
C -1.6458 -0.1827 -0.0512 0.5950
C -1.8012 1.1358 -0.6920 -1.0751
C -0.5278 -0.2932 0.6221 -0.0950
O 0.4113 0.6834 0.8998 -0.4210
C 1.7583 0.2268 1.0475 -0.4503
C 2.3786 -0.0166 -0.3132 -0.5419
S 4.0672 -0.4368 -0.3226 -0.1974
H -3.6926 -0.7360 -0.1216 0.3376
H -2.6312 -1.8851 -0.9667 0.2937
H -2.6306 -1.8994 0.6830 0.3988
H -1.5805 1.0544 -1.7612 0.2517
H -2.8504 1.5430 -0.5981 0.3294
H -0.9766 1.8248 -0.2647 0.2479
H -0.2072 -1.2434 1.0364 0.2978
H 2.3734 1.0382 1.3926 0.2635
H 1.7082 -0.5410 1.7640 0.4204
H 1.8404 -0.8107 -0.8693 0.2730
H 2.2142 0.9480 -0.8485 0.3116
H 4.5068 0.8231 -0.5151 0.1289
```

What should be chosen as the most stable of them? Choose (two).

(one)
Density functional theory data (ωB97M-V/def2-TZVPD) for a cluster of 2 separate species, C4H9OS in total.

## Properties
orbital gap = 6.8641 eV
multiplicity = 1
charge = -1
LUMO level = 4.1360 eV
highest occupied orbital energy = -2.73 eV

```
15
Properties=species:S:1:pos:R:3:mulliken_charge:R:1
O 1.7533 -1.5739 -0.9497 -0.5750
C 0.5860 -1.7420 -0.6069 0.0335
C -0.5732 -1.5394 -1.4948 -0.4074
H 0.3772 -2.1292 0.4123 0.3289
H -0.8753 -0.4249 -1.0109 -0.1879
H -1.4015 -2.2369 -1.2732 0.2510
H -0.3764 -1.4483 -2.5767 0.2694
C 1.1334 1.1642 1.4110 -0.6775
C -0.4250 1.1028 1.6032 -0.4834
S -1.1878 1.2041 -0.1020 -0.6302
H 1.3614 2.0848 0.8389 0.2314
H 1.4326 0.3284 0.7745 0.0740
H 1.7270 1.1676 2.3516 0.2869
H -0.8032 1.9293 2.2190 0.2769
H -0.7914 0.1415 2.0188 0.2094
```

(two)
Density functional theory data (ωB97M-V/def2-TZVPD) for a cluster of 2 separate species, C4H9OS in total.

## Properties
orbital gap = 6.4825 eV
multiplicity = 1
charge = -1
LUMO level = 4.0342 eV
highest occupied orbital energy = -2.45 eV

```
15
Properties=species:S:1:pos:R:3:mulliken_charge:R:1
C -2.1616 0.9790 2.2294 -0.8276
S -1.4283 0.1036 0.8171 -0.6114
H -1.6990 1.9621 2.3853 0.1900
H -3.2354 1.1460 2.1110 0.2084
H -2.0400 0.4240 3.1615 0.2061
O 0.9834 1.3464 -1.9840 -0.5429
C 0.2910 0.3621 -1.8857 0.0090
C 0.7702 -0.9439 -1.3002 -0.5083
C 1.8551 -0.7335 -0.2470 -0.9118
H -0.7246 0.3456 -2.3238 0.3440
H 1.1369 -1.5061 -2.1713 0.3686
H -0.0707 -1.4872 -0.8744 0.2765
H 2.7763 -0.3477 -0.6867 0.2940
H 2.0761 -1.6464 0.3032 0.3290
H 1.4705 -0.0040 0.4656 0.1763
```

(three)
Density functional theory data (ωB97M-V/def2-TZVPD) for the ion C4H9OS with charge -1.

## Properties
orbital gap = 5.4032 eV
multiplicity = 1
charge = -1
LUMO level = 3.0589 eV
highest occupied orbital energy = -2.34 eV

```
15
Properties=species:S:1:pos:R:3:mulliken_charge:R:1
O -0.7033 -3.0025 1.1463 -0.8528
C -0.5110 -1.7012 1.1649 -0.5278
C -0.0493 -1.0508 -0.1969 -0.5233
C 0.5456 0.3330 0.0249 -0.4792
C 0.3855 1.3080 -1.1510 -0.4769
S 0.0467 3.0362 -0.6674 -0.2936
H 0.2542 -1.3367 1.9089 0.1555
H -1.4259 -1.0748 1.4074 0.1459
H 0.6660 -1.7212 -0.6923 0.3014
H -0.9298 -1.0174 -0.8568 0.2847
H 0.0871 0.7649 0.9158 0.3289
H 1.6041 0.2447 0.2529 0.1906
H -0.4088 1.0117 -1.8199 0.3426
H 1.3246 1.4240 -1.6961 0.3113
H -0.8858 2.7822 0.2594 0.0926
```

What should be chosen as the most stable of them? Choose (two).

(one)
Density functional theory data (ωB97M-V/def2-TZVPD) for an isolated molecule of C6H9NS.

## Properties
orbital gap = 9.4522 eV
multiplicity = 1
charge = 0
LUMO level = 0.6410 eV
highest occupied orbital energy = -8.81 eV

```
17
Properties=species:S:1:pos:R:3:mulliken_charge:R:1
C 2.4818 -0.2687 -0.6461 -1.0267
C 1.4515 -0.0104 0.1345 0.4349
C 1.1739 1.2144 0.9125 -0.4931
C -0.1172 1.2303 1.2580 -0.6879
C -0.8813 0.0611 0.7036 -0.0747
S -1.8236 0.5805 -0.7959 -0.2197
C 0.2818 -0.9579 0.3724 -0.0501
N 0.0703 -1.9959 -0.6545 -0.6860
H 3.2296 0.5235 -0.7955 0.2623
H 2.5957 -1.1957 -1.1841 0.3597
H 1.9247 1.9938 1.0504 0.3920
H -0.5693 2.0924 1.7050 0.4023
H -1.5769 -0.4987 1.3713 0.3680
H -2.8006 -0.3470 -0.5808 0.1445
H 0.4579 -1.4936 1.3493 0.3178
H -0.8329 -2.4126 -0.4305 0.2606
H -0.0860 -1.5924 -1.5777 0.2960
```

(two)
Density functional theory data (ωB97M-V/def2-TZVPD) for a structure of composition C6H9NS.

## Properties
orbital gap = 9.1808 eV
multiplicity = 1
charge = 0
LUMO level = 0.8204 eV
highest occupied orbital energy = -8.36 eV

```
17
Properties=species:S:1:pos:R:3:mulliken_charge:R:1
C -0.2096 1.2642 0.9888 -0.4693
C -0.1026 0.0941 0.0565 0.5949
C -0.4800 -1.2819 0.6395 -1.0635
C -0.5194 -1.7952 -0.8677 -0.1317
C 0.9708 -1.4477 -1.3160 -0.5234
C 1.2148 -0.2775 -0.7213 -0.5066
H -0.1911 3.2818 1.0399 0.2729
H 0.1088 2.6646 -0.6174 0.2561
H -1.0892 1.0747 1.7060 0.2554
H 0.7620 1.3431 1.4660 0.3355
H 0.3395 -1.6330 1.3770 0.2612
H -1.4087 -1.2400 1.1778 0.3884
H -0.9161 -2.8003 -1.1385 0.4855
H 1.4686 -2.0940 -2.0688 0.3509
H 2.0320 0.4958 -0.7321 0.3439
N -0.4993 2.5222 0.2454 -0.6349
S -1.4806 -0.1708 -1.2352 -0.2153
```

What should be chosen as the most stable of them? Choose (one).

(one)
Density functional theory data (ωB97M-V/def2-TZVPD) for an isolated molecule of C6H9NS.

## Properties
orbital gap = 7.7983 eV
multiplicity = 1
charge = 0
LUMO level = -1.6172 eV
highest occupied orbital energy = -9.42 eV

```
17
Properties=species:S:1:pos:R:3:mulliken_charge:R:1
C -0.9564 1.4386 -0.0706 -1.0651
C 0.5190 1.4151 -0.3051 -0.5493
C 1.1511 0.0405 -0.8421 -0.5143
C 0.8316 -0.9566 0.3565 -0.4770
C -0.5018 -1.7821 -0.1795 0.2434
S -1.1488 -1.6616 -1.7187 -0.1498
C -1.2980 -2.2898 0.9405 0.1309
N -1.6477 -2.0352 2.1263 -0.4281
H -1.4079 2.4158 0.3858 0.3095
H -1.3022 1.2018 -1.0176 0.3113
H -1.3652 0.8162 0.6726 0.2675
H 0.8886 2.3299 -0.7479 0.4148
H 0.7701 1.4310 0.7886 0.2678
H 2.1934 0.0785 -0.6365 0.2912
H 0.9733 -0.3964 -1.9853 0.3623
H 0.6637 -0.1882 1.3982 0.2368
H 1.6372 -1.8577 0.8348 0.3483
```

(two)
Density functional theory data (ωB97M-V/def2-TZVPD) for an isolated molecule of C6H9NS.

## Properties
orbital gap = 9.1565 eV
multiplicity = 1
charge = 0
LUMO level = 0.8024 eV
highest occupied orbital energy = -8.35 eV

```
17
Properties=species:S:1:pos:R:3:mulliken_charge:R:1
C 1.2129 2.0342 -0.6979 -0.7005
C 1.5997 0.8684 -0.1814 -0.7428
C 0.7464 -0.2991 0.2385 1.7897
C 0.9524 -0.5739 1.7032 -1.5610
C 0.8345 -1.5558 -0.6990 -0.7325
N -0.5939 -1.3815 -0.9161 -0.0909
C -0.7533 -0.2498 -0.1800 -0.3400
S -2.0304 0.6423 0.2602 -0.3165
H 1.9332 2.7987 -0.9504 0.2763
H 0.1656 2.3099 -0.8302 0.1961
H 2.6465 0.6544 -0.0409 0.3197
H 0.4636 -1.4812 2.0325 0.4382
H 0.5304 0.2581 2.2929 0.3331
H 2.0591 -0.6302 1.9425 0.3583
H 1.0953 -2.5063 -0.2112 0.2984
H 1.4624 -1.4366 -1.6152 0.2923
H -1.2684 -1.9182 -1.4724 0.1822
```

What should be chosen as the most stable of them? Choose (two).